(1)
Formula: C20H30N4O3S2
Source: the OMol25 dataset
Level of theory: ωB97M-V with the def2-TZVPD basis set

Properties
- net charge = 0
- energy relative to the best compared isomer or geometry (same formula, charge and spin) (kJ/mol) = 0.0
- HOMO-LUMO gap (eV) = 8.728
- LUMO energy (eV) = 0.522
- SMILES string = CCCCn1c(SCC(=O)N2C[C@H](C)C[C@H](C)C2)nc2cc(S(N)(=O)=O)ccc21

Positions of all 59 atoms, in Å:
C: -2.808 -2.812 -1.547
C: 2.255 3.473 0.393
H: 2.434 6.260 -2.212
C: 2.408 -1.222 2.756
H: -2.945 -4.862 -0.923
H: 3.004 -1.820 3.446
H: -3.493 -4.793 -3.345
H: 0.410 0.356 5.100
N: 0.990 -0.140 -1.118
C: -0.921 -2.383 0.025
H: 3.814 -1.677 1.176
C: -4.047 -3.262 1.043
C: 0.806 2.354 -1.215
H: 0.042 -1.081 4.141
H: -3.374 -4.024 1.453
H: 1.597 -1.846 2.375
C: 2.743 2.277 0.880
H: -5.238 -4.720 -0.014
H: -4.926 -3.821 -3.005
N: 1.974 5.383 -2.390
H: -3.475 -2.027 -1.921
H: 3.470 2.252 1.676
C: 1.723 -0.899 -0.348
N: 2.517 -0.213 0.525
H: -4.633 -2.548 2.996
O: 0.912 6.067 -0.211
H: 4.042 -0.069 1.903
C: 3.298 -0.802 1.582
C: 0.845 -0.496 4.583
C: 0.051 -2.817 -1.073
H: 1.255 0.596 2.787
H: -2.041 -2.991 -2.297
C: -4.257 -4.578 -2.601
H: 0.068 2.421 -1.996
N: -2.222 -2.352 -0.311
H: 1.600 5.351 -3.324
S: 0.778 5.071 -1.236
C: -5.102 -2.920 2.088
H: -4.830 -5.484 -2.426
C: -3.209 -2.027 0.700
H: -5.688 -3.801 2.339
C: 1.803 -0.031 3.494
H: 1.363 -1.115 5.312
H: -5.396 -3.072 -0.625
H: -2.677 -1.662 1.580
S: 1.738 -2.633 -0.436
C: 1.311 3.490 -0.628
H: -0.075 -3.867 -1.332
O: -0.476 4.939 -1.921
H: 2.599 0.575 3.935
C: 1.286 1.140 -0.740
C: 2.251 1.113 0.305
H: 2.577 4.418 0.798
C: -4.685 -3.806 -0.237
C: -3.624 -4.090 -1.302
H: -0.029 -2.178 -1.951
H: -3.856 -1.230 0.317
H: -5.777 -2.154 1.712
O: -0.518 -2.067 1.129

***

(2)
Formula: C20H30N4RuSe
Source: the OMol25 dataset
Level of theory: ωB97M-V with the def2-TZVPD basis set

Properties
- net charge = +4
- spin multiplicity = 5
- <S²> = 6.058
- HOMO-LUMO gap (alpha / beta) (eV) = 7.002 / 5.656
- LUMO energy (alpha / beta) (eV) = -14.440 / -16.199

Positions of all 56 atoms, in Å:
H: 0.888 2.940 -2.344
H: -4.184 0.186 1.161
C: 2.953 -1.123 0.317
Ru: -0.045 -0.616 -0.505
H: -3.601 1.238 2.425
H: 6.405 -1.546 0.361
H: -0.759 -4.189 -2.128
C: 3.698 -2.434 2.273
C: -0.814 0.720 1.283
N: 2.083 -0.502 -0.474
C: 5.027 -2.346 1.867
H: 1.256 1.840 2.513
H: -4.555 2.046 0.244
C: -0.125 2.148 -0.599
H: 5.809 -2.816 2.454
C: 0.916 3.000 -1.257
Se: 3.086 0.239 -1.842
H: -2.673 2.371 -2.875
H: 1.155 -2.769 -1.688
H: -0.716 -3.699 -0.431
H: 1.657 2.952 1.221
N: 4.578 -0.372 -1.201
H: -2.728 -0.682 -1.161
H: -4.286 1.520 -1.420
H: -0.893 0.482 3.435
H: -2.995 -3.221 -1.347
N: -2.089 -1.363 -0.758
H: 2.308 1.329 1.197
H: -2.489 -1.588 0.152
H: -0.956 2.593 -3.191
H: -3.007 -0.404 2.370
H: 0.701 4.049 -1.013
H: -1.860 3.833 -2.344
C: 1.420 1.913 1.442
C: 0.180 1.512 0.681
C: -0.845 -3.339 -1.452
C: -2.478 1.725 -0.279
H: -0.996 -1.030 2.568
C: 5.371 -1.640 0.684
H: 3.463 -2.969 3.185
N: 0.237 -2.329 -1.728
C: -1.743 2.750 -2.458
C: -2.181 0.952 0.902
C: 4.330 -1.035 -0.089
C: -1.423 2.121 -1.129
C: -3.291 0.433 1.737
H: -3.896 3.153 -0.967
C: 2.664 -1.855 1.535
H: 0.138 -2.033 -2.704
H: 1.922 2.810 -0.896
C: -2.142 -2.602 -1.619
C: -3.876 2.125 -0.598
H: -2.280 -2.284 -2.653
C: -0.517 -0.049 2.555
H: 0.552 -0.182 2.700
H: 1.645 -1.964 1.885

***

(3)
Formula: C20H30N6O
Source: the OMol25 dataset
Level of theory: ωB97M-V with the def2-TZVPD basis set

Properties
- net charge = 0
- energy relative to the best compared isomer or geometry (same formula, charge and spin) (kJ/mol) = 42.1
- HOMO-LUMO gap (eV) = 8.817
- LUMO energy (eV) = 0.508
- SMILES string = CCn1cc(CN2CCC(n3nccc3NC(=O)C3CCCC3)CC2)cn1

Positions of all 57 atoms, in Å:
N: 1.005 -3.390 0.287
H: 7.541 2.634 0.567
H: 5.795 1.644 1.974
H: -0.634 -2.214 -2.193
H: -6.444 -2.031 0.670
N: -1.796 0.285 -1.092
H: -7.963 -1.799 1.542
H: 0.537 0.005 1.266
O: 5.350 -1.089 0.157
H: 4.193 1.342 -1.504
H: 2.516 0.055 -0.592
H: -2.018 0.820 0.956
H: -1.053 -2.913 -0.627
C: 4.227 2.066 0.557
C: 6.234 1.437 -0.716
C: -0.281 -0.441 0.696
N: 1.297 -2.144 -0.103
H: 4.249 -3.197 0.723
H: 3.495 1.577 1.201
C: -1.235 0.650 0.199
H: -2.788 -1.388 -0.248
H: 6.515 1.635 -1.749
H: 6.335 3.567 -0.328
C: -7.254 -0.028 0.538
H: 5.356 3.360 1.912
H: -7.817 0.665 1.166
H: -7.813 -0.215 -0.384
C: -2.172 -1.116 -1.121
C: 3.213 -3.044 0.512
C: -5.161 0.308 -0.786
C: 4.490 -0.320 -0.197
H: -3.831 2.777 0.843
C: -4.086 1.169 -0.690
C: 4.732 1.140 -0.573
H: -0.798 -1.141 1.354
N: 3.166 -0.655 -0.285
N: -6.015 0.622 0.208
H: -0.695 1.593 0.059
N: -5.557 1.625 0.949
H: 6.788 0.562 -0.371
H: 3.764 2.956 0.127
C: 2.146 -3.939 0.649
H: -2.422 2.205 -1.519
H: -6.458 -1.148 2.200
C: -7.014 -1.338 1.285
C: -0.901 -1.977 -1.164
H: -5.376 -0.474 -1.487
H: -2.769 -1.296 -2.016
H: -3.091 0.934 -2.561
C: 0.259 -1.225 -0.504
H: 2.169 -4.953 0.996
C: 2.624 -1.891 0.032
C: -2.846 1.196 -1.528
C: -4.397 1.968 0.424
C: 5.492 2.459 1.316
C: 6.516 2.629 0.200
H: 0.677 -0.518 -1.230

***

(4)
Formula: C20H30N6O2
Source: the OMol25 dataset
Level of theory: ωB97M-V with the def2-TZVPD basis set

Properties
- net charge = 0
- energy relative to the best compared isomer or geometry (same formula, charge and spin) (kJ/mol) = 670.4
- HOMO-LUMO gap (eV) = 4.990
- LUMO energy (eV) = -0.772

Positions of all 58 atoms, in Å:
H: 5.798 -0.738 2.126
H: 5.182 0.540 -1.962
H: -1.107 -3.319 1.125
C: 0.140 -0.347 -1.693
C: -5.315 1.872 1.337
C: 3.154 1.291 -1.502
C: -7.407 1.270 0.236
C: -7.443 2.185 2.511
C: 3.546 2.186 -0.317
C: 1.174 -4.242 -0.106
N: -3.224 1.473 0.249
H: -8.024 2.486 3.381
C: -6.028 1.361 0.214
N: 2.737 -2.051 0.038
H: 1.195 2.217 -1.665
H: 0.033 0.592 -2.214
H: 2.459 2.974 -2.654
H: 4.013 0.427 -3.296
C: 4.791 -0.812 0.226
N: -9.553 1.628 1.359
H: -0.133 -2.874 -1.123
N: 1.529 -1.894 -0.472
H: 4.174 -0.037 2.157
H: 2.668 2.362 0.318
O: -10.194 2.004 2.366
N: 3.395 -0.909 -0.278
C: -6.065 2.283 2.491
H: -7.957 0.885 -0.621
C: 4.339 1.044 -2.449
H: -0.679 -1.050 -1.580
C: -8.129 1.687 1.377
H: 0.416 -5.024 0.026
H: -5.528 2.674 3.362
H: -0.826 -1.582 0.879
H: -3.335 2.396 2.124
H: -5.471 1.044 -0.673
H: 0.301 -2.534 1.884
C: 5.566 -1.975 -0.343
H: 1.731 -4.478 -1.016
H: 4.697 2.004 -2.841
H: 3.899 3.154 -0.693
C: 1.359 -0.671 -1.114
C: -3.900 1.957 1.293
O: -10.107 1.201 0.318
H: 4.367 -1.806 2.073
C: 0.496 -2.895 -0.233
H: 5.132 -2.907 0.033
H: 5.523 -1.984 -1.436
C: 2.067 2.015 -2.293
C: -0.335 -2.553 0.989
H: 6.619 -1.913 -0.046
N: -2.288 1.208 -0.389
H: 5.194 0.135 -0.129
H: 1.759 1.424 -3.161
C: 4.777 -0.847 1.738
C: 2.620 -0.046 -0.986
H: 1.859 -4.244 0.748
H: 4.339 1.753 0.306

***

(5)
Formula: C20H30O15
Source: the OMol25 dataset
Level of theory: ωB97M-V with the def2-TZVPD basis set

Properties
- net charge = -1
- spin multiplicity = 2
- <S²> = 0.751
- HOMO-LUMO gap (alpha / beta) (eV) = 1.949 / 10.824
- LUMO energy (alpha / beta) (eV) = 2.399 / 2.354

Positions of all 65 atoms, in Å:
H: -0.151 16.290 20.122
O: -2.057 16.865 22.163
O: -3.263 17.433 23.956
O: 2.069 17.580 23.179
H: 5.141 18.025 26.402
C: 0.215 14.404 23.818
C: -1.965 13.396 24.645
H: -2.530 9.489 23.408
H: 0.318 14.721 24.855
O: 4.106 17.348 24.231
H: -0.876 14.901 19.192
C: -1.252 17.754 22.931
O: -4.515 11.313 26.262
C: 5.681 17.164 26.007
H: -1.329 13.654 22.614
O: -4.054 15.847 22.494
O: 3.589 12.542 19.159
O: -5.907 12.982 25.480
H: 6.449 17.503 25.312
H: 0.020 15.332 23.281
H: -0.273 18.407 21.085
H: 2.901 16.622 19.749
H: -0.218 14.655 20.751
O: 2.401 16.242 24.927
H: -0.083 19.391 22.458
O: -0.267 12.111 23.486
H: 3.311 14.822 26.071
H: -2.031 14.420 25.012
C: -4.410 10.163 24.259
O: 1.728 13.916 18.814
H: 5.176 15.557 24.558
H: -4.046 9.278 26.299
O: -5.142 11.384 24.160
H: -3.812 9.720 22.206
C: -3.391 10.100 23.136
C: -0.840 18.823 21.918
C: -0.895 13.398 23.581
H: -1.616 19.535 21.639
C: 1.045 12.340 23.212
H: 1.970 15.972 21.033
C: 3.412 15.873 25.802
H: 6.131 16.527 26.769
H: -2.927 11.073 22.974
H: -0.376 17.345 23.433
C: 2.768 17.091 24.047
C: 2.390 15.712 20.062
H: -2.465 19.221 23.968
O: 1.369 13.686 23.399
C: -2.112 18.198 24.096
C: -5.204 11.993 25.320
H: 3.283 16.371 26.764
H: -4.933 9.219 24.113
C: 1.278 15.227 19.154
H: 1.287 15.885 18.285
C: 2.985 13.648 19.284
H: -2.934 12.946 24.425
O: 3.312 14.661 20.100
C: -3.181 16.656 22.842
H: -1.453 12.916 25.479
C: -3.837 10.163 25.698
C: 4.684 16.381 25.076
H: -2.752 10.239 25.780
H: -1.684 18.047 25.087
C: -0.069 15.239 19.843
O: 1.910 11.553 22.823

***

(6)
Formula: C20H31BrF6NO10S4SiTi
Source: the OMol25 dataset
Level of theory: ωB97M-V with the def2-TZVPD basis set

Properties
- net charge = +1
- energy relative to the best compared isomer or geometry (same formula, charge and spin) (kJ/mol) = 0.0
- HOMO-LUMO gap (eV) = 7.220
- LUMO energy (eV) = -5.209

Positions of all 75 atoms, in Å:
H: -0.217 -4.399 -2.721
F: -4.348 4.668 -1.146
H: 3.826 -2.622 -0.238
H: 2.810 -2.683 1.188
C: -0.665 -2.586 1.410
F: 0.958 5.849 2.192
H: -1.463 -1.990 -3.839
H: -2.830 -2.288 1.142
H: 0.445 -0.975 2.385
H: -1.537 -4.545 0.898
S: -1.947 5.476 -1.898
O: 0.197 4.068 0.034
C: 2.488 2.024 2.619
H: 0.192 -1.775 -3.270
O: 1.664 0.356 -2.015
O: -1.654 6.083 -3.135
H: -1.934 -4.249 -3.050
H: -2.189 -1.791 2.698
H: 1.307 -2.522 2.413
H: -2.833 -1.379 -1.018
Br: -3.487 1.385 -0.840
O: -1.852 3.975 -1.856
Ti: -1.605 2.632 -0.396
H: 2.822 -4.889 -0.683
F: -3.844 6.659 -0.492
H: -0.025 -4.648 1.811
C: -1.981 -1.814 1.625
H: -0.084 -2.259 3.453
H: 1.546 -3.305 -2.895
H: -3.289 -2.463 -2.332
C: 1.766 -3.014 -0.717
H: 1.111 -5.104 -1.024
C: 4.202 1.568 1.010
H: 2.788 -1.253 0.144
H: -1.510 -4.165 2.617
O: -0.211 1.652 -1.273
H: -3.056 -3.107 -0.708
S: 0.853 0.644 -0.890
H: 2.229 -1.738 -2.454
H: -1.084 -0.678 -2.734
C: 2.187 -2.791 -2.184
O: -0.362 1.056 3.398
C: -3.767 5.802 -1.490
C: 1.880 1.289 0.412
C: -0.943 -4.074 1.686
O: -0.162 3.402 2.684
F: -4.338 6.291 -2.564
H: -1.397 -4.813 -1.473
O: -2.018 4.253 0.793
H: 2.189 2.346 3.609
H: 5.245 1.520 0.728
O: 0.154 -0.534 -0.299
C: -0.855 -1.717 -2.971
O: -1.081 1.719 1.189
C: 0.324 -2.056 2.459
H: 1.653 -4.753 0.621
C: -1.168 -4.114 -2.280
C: 3.830 1.946 2.288
H: 3.193 -3.201 -2.311
C: 1.502 1.704 1.696
C: -1.215 -2.649 -1.801
C: 3.233 1.239 0.078
C: -2.679 -2.377 -1.427
N: -1.136 6.089 -0.682
H: -1.917 -0.779 1.293
F: -0.365 7.391 1.489
H: 4.579 2.194 3.028
H: 3.521 0.930 -0.915
F: -1.108 5.925 2.877
C: -0.281 6.143 1.889
C: 2.844 -2.344 0.155
C: 1.821 -4.528 -0.431
Si: 0.004 -2.365 -0.358
S: -0.803 5.053 0.429
S: -0.122 2.006 2.370

***

(7)
Formula: C20H31F7N5O9
Source: the OMol25 dataset
Level of theory: ωB97M-V with the def2-TZVPD basis set

Properties
- net charge = +1
- HOMO-LUMO gap (eV) = 8.577
- LUMO energy (eV) = -3.093

Positions of all 72 atoms, in Å:
C: -1.676 -1.799 -1.011
C: -2.166 5.522 0.043
H: 0.051 -3.827 2.267
H: -2.071 1.062 -0.913
H: 1.013 -5.209 3.586
H: -1.343 -2.668 3.152
H: 2.364 -6.437 1.299
H: 3.140 2.140 -3.408
H: 2.902 1.512 -1.774
C: 0.696 -2.523 -2.807
O: -1.396 -4.274 -3.357
O: 4.128 -0.782 -1.370
H: 2.278 -3.394 -0.259
H: 0.373 -6.452 2.676
H: 0.507 -5.430 0.294
O: 2.216 -4.354 -0.248
H: 6.463 -1.302 -0.207
C: 1.227 -4.721 0.722
C: -1.297 -1.924 1.180
N: -0.645 -2.644 -0.842
H: -4.959 9.388 2.743
H: -2.238 -2.206 -2.862
N: -2.242 -1.416 -2.215
H: -1.485 0.866 2.036
O: -3.176 6.076 0.884
C: 6.693 -1.441 -1.262
C: 0.379 2.546 -0.392
F: 0.145 0.232 -0.104
O: 6.240 -0.323 -2.029
C: 2.019 -5.528 1.806
H: -0.692 -0.988 3.033
N: 1.218 -5.966 2.949
H: 2.686 0.444 -3.193
C: -2.532 1.064 0.080
H: -2.420 -1.312 2.937
N: -2.073 -1.330 0.129
H: 7.771 -1.496 -1.383
H: -3.476 -0.424 1.395
O: -4.081 7.792 1.834
F: 1.655 2.805 -0.191
N: 0.078 -3.337 -1.802
F: 0.440 -1.224 -2.858
H: -3.218 -1.197 -2.029
H: -3.368 1.768 0.152
C: -3.092 7.404 1.033
O: 4.647 0.944 -2.737
H: -2.238 5.930 -0.965
C: 4.929 -0.119 -1.984
C: 0.591 -3.490 1.377
H: 1.372 -2.789 1.707
H: -1.178 5.705 0.458
F: -0.574 -5.588 -1.846
F: 0.833 1.329 1.610
H: -4.264 9.752 1.157
F: -0.368 3.627 -0.279
H: -3.999 -0.469 -0.292
H: 6.250 -2.365 -1.631
O: -2.266 8.114 0.530
H: -3.202 9.525 2.579
C: -0.693 -4.400 -2.400
C: -1.464 1.478 1.126
H: -1.708 2.489 1.469
C: -0.044 1.391 0.594
C: -3.131 -0.344 0.365
O: 1.412 -3.037 -3.607
F: 0.261 2.068 -1.636
C: -4.116 9.201 2.084
H: 2.863 -4.946 2.189
H: -2.339 4.454 -0.001
C: 3.260 1.268 -2.770
C: -1.434 -1.700 2.653
C: -0.437 -2.720 0.540

***

- Number 6 is which compound?
  C20H31BrF6NO10S4SiTi